1.
Density functional theory data (ωB97M-V with the def2-TZVPD basis set) for a molecular structure, C42H35AsF6N9O2S2W.

Geometry as XYZ:
```
98
C42H35AsF6N9O2S2W ωB97M-V with the def2-TZVPD basis set
W -0.135 -2.124 0.192
C 3.597 -0.166 -1.246
C 3.654 -1.282 -2.076
C 3.049 -2.446 -1.670
C 2.339 -2.435 -0.473
N 2.131 -1.315 0.249
C 2.835 -0.225 -0.110
N 1.759 -3.619 -0.020
C 1.350 -3.745 1.256
N 0.912 -2.661 1.941
C 0.515 -3.113 3.255
N 0.160 -2.440 4.256
C 0.029 -1.048 4.371
C 0.032 -0.556 5.679
C -0.178 0.791 5.898
C -0.388 1.613 4.803
C -0.325 1.045 3.540
N -0.124 -0.253 3.314
C 0.690 -4.575 3.264
C 0.427 -5.509 4.243
C 0.648 -6.847 3.927
C 1.134 -7.231 2.679
C 1.427 -6.288 1.705
C 1.196 -4.960 2.022
H 4.131 0.742 -1.494
H 4.189 -1.237 -3.016
H 3.106 -3.364 -2.239
H 2.761 0.606 0.575
H 0.210 -1.251 6.488
H -0.195 1.190 6.903
H -0.601 2.668 4.913
H -0.449 1.670 2.661
H 0.054 -5.202 5.212
H 0.435 -7.602 4.672
H 1.289 -8.280 2.469
H 1.799 -6.575 0.730
S -1.098 1.306 -2.150
C -0.107 2.506 -2.763
N -0.067 2.943 -3.998
C 1.009 3.881 -4.343
C 1.327 4.794 -3.187
N 1.631 4.025 -1.971
C 2.573 4.605 -0.990
C 1.934 5.546 0.015
C 1.421 5.086 1.227
C 0.845 5.969 2.128
C 0.794 7.327 1.837
C 1.314 7.793 0.638
C 1.884 6.909 -0.266
C 0.835 3.021 -1.725
S 0.714 2.093 -0.339
C -0.817 2.293 -5.099
C -0.698 0.784 -5.130
C -1.829 -0.018 -5.064
C -1.705 -1.400 -5.059
C -0.449 -1.985 -5.139
C 0.687 -1.185 -5.212
C 0.561 0.194 -5.217
H 0.693 4.489 -5.188
H 1.896 3.315 -4.642
H 0.471 5.447 -2.994
H 2.182 5.413 -3.445
H 3.318 5.153 -1.561
H 3.066 3.784 -0.470
H 1.491 4.038 1.477
H 0.458 5.604 3.071
H 0.365 8.019 2.550
H 1.277 8.850 0.405
H 2.299 7.290 -1.194
H -0.431 2.705 -6.030
H -1.868 2.572 -5.001
H -2.812 0.442 -5.047
H -2.587 -2.027 -5.012
H -0.357 -3.060 -5.217
H 1.665 -1.644 -5.292
H 1.445 0.820 -5.305
O -0.699 -0.272 0.403
N -1.941 -0.071 0.802
N -2.388 -1.059 1.425
O -1.605 -2.089 1.617
C -3.704 -1.077 1.988
C -4.488 0.070 1.955
C -5.744 0.022 2.522
C -6.207 -1.153 3.107
C -5.408 -2.287 3.132
C -4.146 -2.259 2.568
H -4.115 0.973 1.492
H -6.370 0.904 2.513
H -7.195 -1.183 3.546
H -5.764 -3.198 3.593
H -3.514 -3.135 2.563
F -1.735 -2.058 -0.858
As -0.074 -4.053 -2.060
F -0.874 -3.883 0.367
F 0.210 -5.627 -1.425
F 0.307 -4.548 -3.667
F 0.391 -1.301 -1.472
F -1.736 -4.388 -2.281
```

Computed properties:
orbital gap (alpha / beta) = 6.05 / 6.08 eV
HOMO energy (alpha / beta) = -13.2 / -13.3 eV
energy relative to the best compared isomer or geometry (same formula, charge and spin) = 493.3 kJ/mol
largest force on an atom = 2.62 eV/A
2S+1 = 2
total charge = +2

---

2.
Density functional theory data (ωB97M-V with the def2-TZVPD basis set) for a molecular structure, C42H35BaBrN11O3S2.

Geometry as XYZ:
```
95
C42H35BaBrN11O3S2 ωB97M-V with the def2-TZVPD basis set
Ba 0.172 0.640 -0.812
C 5.890 -1.408 -0.222
C 5.666 -2.015 -1.454
C 4.438 -1.889 -2.079
C 3.427 -1.149 -1.465
C 3.648 -0.528 -0.230
C 4.885 -0.669 0.384
N 2.144 -0.943 -2.055
N 1.919 -1.552 -3.102
C 0.677 -1.286 -3.760
C 0.588 -1.841 -5.030
C -0.556 -1.605 -5.777
C -1.571 -0.846 -5.228
C -1.408 -0.351 -3.945
N -0.300 -0.564 -3.229
H 6.852 -1.517 0.266
H 6.454 -2.589 -1.925
H 4.249 -2.352 -3.038
H 2.884 0.058 0.283
H 5.056 -0.204 1.348
H 1.412 -2.431 -5.409
H -0.653 -2.013 -6.775
H -2.482 -0.645 -5.778
H -2.189 0.233 -3.467
Br -4.941 -2.849 3.550
C -3.227 -2.740 4.356
C -2.772 -1.513 4.802
C -1.523 -1.415 5.400
C -0.742 -2.559 5.565
C -1.236 -3.792 5.161
C -2.471 -3.886 4.529
N 0.494 -2.570 6.305
N 1.422 -1.783 6.031
C 1.352 -1.016 4.800
C 1.532 0.337 4.825
C 1.392 1.113 3.661
C 1.112 0.538 2.429
O 0.987 1.201 1.312
C 1.001 -0.900 2.383
N 0.737 -1.469 1.165
C 0.716 -2.779 1.080
C 0.937 -3.635 2.176
C 1.134 -3.088 3.412
C 1.150 -1.679 3.557
H -3.402 -0.638 4.699
H -1.176 -0.457 5.760
H -0.647 -4.681 5.355
H -2.854 -4.847 4.208
H 1.748 0.817 5.774
H 1.517 2.190 3.706
H 0.498 -3.195 0.099
H 0.940 -4.707 2.024
H 1.299 -3.713 4.280
S -5.390 6.828 -0.560
N -5.059 5.690 0.529
C -4.150 4.905 -0.019
C -3.560 3.731 0.598
C -3.907 3.302 1.880
C -3.314 2.174 2.393
C -2.393 1.490 1.606
N -2.061 1.881 0.383
C -2.611 2.995 -0.126
C -2.188 3.435 -1.477
N -1.232 2.735 -2.112
C -0.848 3.107 -3.327
C -1.399 4.197 -3.995
C -2.371 4.931 -3.359
C -2.778 4.558 -2.077
C -3.778 5.301 -1.331
N -4.410 6.379 -1.756
H -4.637 3.867 2.447
H -3.554 1.817 3.387
H -1.910 0.585 1.977
H -0.066 2.508 -3.791
H -1.056 4.455 -4.990
H -2.827 5.796 -3.828
N 4.803 2.926 -1.503
C 4.391 2.376 -2.790
C 2.904 2.055 -2.778
O 2.270 1.647 -3.715
O 2.339 2.253 -1.577
H 4.987 3.918 -1.545
H 5.617 2.464 -1.125
H 3.082 2.554 -0.990
H 4.895 1.431 -2.989
H 4.589 3.024 -3.639
C -2.485 -3.224 0.281
S -1.939 -2.228 -1.112
C -2.081 -3.431 -2.443
H -3.544 -3.462 0.209
H -2.319 -2.638 1.187
H -1.899 -4.142 0.349
H -1.563 -4.353 -2.176
H -1.605 -3.009 -3.329
H -3.124 -3.648 -2.670
```

Computed properties:
orbital gap = 5.77 eV
HOMO energy = -9.2 eV
energy relative to the best compared isomer or geometry (same formula, charge and spin) = 53.4 kJ/mol
largest force on an atom = 1.30 eV/A
2S+1 = 1
total charge = +1